<one>
{"formula": "C4H9O2", "method": "wB97M-V/def2-TZVPD", "species": ["C", "C", "O", "O", "H", "H", "H", "C", "C", "H", "H", "H", "H", "H", "H"], "positions_angstrom": [[-1.156, 1.280, -1.231], [-2.014, 0.543, -0.173], [-1.952, -0.706, -0.191], [-2.623, 1.252, 0.663], [-0.337, 1.792, -0.725], [-1.729, 2.098, -1.681], [-0.910, 0.529, -1.971], [1.669, -0.414, 1.206], [1.031, -1.296, 0.158], [2.157, -1.030, 1.970], [2.471, 0.199, 0.790], [0.954, 0.242, 1.699], [0.561, -0.713, -0.637], [0.144, -1.830, 0.485], [1.734, -1.947, -0.361]], "mulliken_charge": [-0.894, 0.599, -0.713, -0.753, 0.161, 0.320, 0.285, -0.848, -0.682, 0.309, 0.247, 0.278, 0.074, 0.268, 0.348], "total_charge": -1, "homo_lumo_gap_ev": 7.866, "e_homo_ha": -0.139}


<two>
{"formula": "C4H9O2", "method": "wB97M-V/def2-TZVPD", "species": ["C", "C", "C", "O", "C", "O", "H", "H", "H", "H", "H", "H", "H", "H", "H"], "positions_angstrom": [[0.685, 0.923, 0.801], [-0.540, 0.024, 0.790], [-1.468, 0.344, -0.367], [-2.209, -0.801, -0.827], [1.777, 0.365, -0.179], [1.859, -0.972, -0.203], [0.456, 1.965, 0.527], [1.116, 0.981, 1.811], [-1.084, 0.006, 1.735], [-0.109, -0.975, 0.608], [-0.891, 0.750, -1.201], [-2.238, 1.073, -0.091], [-1.580, -1.535, -0.848], [1.566, 0.836, -1.187], [2.732, 0.882, 0.121]], "mulliken_charge": [-0.750, -0.524, -0.357, -0.569, -0.391, -0.868, 0.257, 0.392, 0.298, 0.265, 0.245, 0.280, 0.337, 0.130, 0.254], "total_charge": -1, "homo_lumo_gap_ev": 6.502, "smiles": "[O-]CCCCO", "e_homo_ha": -0.089}


Among the structures above, stability is greatest for <one>.